Record 1
A cluster of 26 separate species, C12H64ClF5NO32PS in total at a distorted geometry. Source: the OMol25 dataset; level of theory: ωB97M-V with the def2-TZVPD basis set.

CARTESIAN COORDINATES (ANGSTROEM)
C1 -1.1344 2.5524 5.2237
C2 -1.4862 2.9859 3.9098
C3 -2.1441 3.5490 2.4893
C4 -1.1816 3.1914 1.2117
C5 -0.3247 1.7900 1.3685
C6 -0.1144 1.1431 -0.1360
C7 -1.4159 0.6575 -1.0041
C8 -2.7710 0.3621 -0.1324
C9 -2.9268 -1.2150 0.3641
C10 -3.4595 -1.3516 1.9292
F1 -2.3687 -1.0776 2.9152
F2 -4.5458 -0.3624 2.2449
C11 -3.9912 -2.9090 2.2283
F3 -5.4602 -3.0552 1.9333
F4 -3.7650 -3.2821 3.6727
F5 -3.2693 -3.8989 1.3746
O1 0.3030 2.3651 -0.9015
S1 1.9936 2.5612 -0.5451
O2 2.9206 3.0088 -1.7092
O3 2.2689 3.6167 0.5936
O4 2.4167 1.0378 0.1736
C12 1.2735 0.2202 -0.2747
O5 1.5177 0.1847 -1.7547
N1 2.6585 -0.5464 -1.8887
O6 3.2566 -0.2453 -2.9089
P1 1.1908 -1.6356 0.1662
O7 0.1980 -1.8952 1.6166
Cl1 0.2298 -2.7421 -1.4297
H1 -1.2073 2.2942 6.3869
H2 -2.2318 4.7383 2.5406
H3 -3.2580 3.1548 2.3482
H4 -1.9004 3.1438 0.2597
H5 -0.3921 4.0630 1.0109
H6 0.6848 1.9294 1.9702
H7 -0.9500 0.9800 1.9784
H8 -1.6904 1.5369 -1.7632
H9 -1.2115 -0.2840 -1.6815
H10 -2.9542 1.0826 0.7711
H11 -3.6876 0.5386 -0.8768
H12 -1.9532 -1.8249 0.1415
H13 -3.7836 -1.7199 -0.2965
H14 0.5692 -2.7807 1.9668
O8 -1.2597 4.2397 -1.9709
H15 -1.2295 4.7212 -2.8113
H16 -0.3944 3.8066 -1.9183
O9 1.8962 3.5398 -4.2362
H17 1.5923 3.0161 -4.9927
H18 2.4724 2.9327 -3.7478
O10 5.8919 -0.9992 -1.1412
H19 6.4245 -1.2316 -1.9166
H20 5.0787 -0.6307 -1.5178
O11 3.7657 -2.4154 1.1305
H21 4.4838 -1.9298 0.6976
H22 3.9266 -3.3389 0.8852
O12 4.0472 4.3977 3.3771
H23 4.9206 4.0027 3.2354
H24 3.5584 4.1806 2.5691
O13 3.7911 -2.5544 -5.3743
H25 3.8719 -1.7192 -4.8895
H26 2.8424 -2.6278 -5.5573
O14 -3.1724 1.9958 -3.7654
H27 -2.5565 2.6517 -3.4056
H28 -2.7447 1.6966 -4.5819
O15 8.1332 -1.1386 -3.0966
H29 8.7490 -0.4827 -2.7367
H30 8.5608 -1.4378 -3.9130
O16 -1.0904 -0.8381 5.3552
H31 -1.4896 -1.0321 4.4938
H32 -1.7000 -1.2409 5.9916
O17 3.1499 -3.8321 -7.8693
H33 3.7658 -3.1762 -7.5094
H34 3.5776 -4.1313 -8.6857
O18 0.4733 -3.1337 4.1596
H35 0.5541 -2.2986 4.6443
H36 -0.4754 -3.2071 3.9765
O19 -3.7058 4.1266 5.2462
H37 -3.0092 4.0948 5.9190
H38 -4.4798 3.7519 5.6929
O20 -3.6057 6.5367 7.2580
H39 -3.6533 5.9349 6.5000
H40 -2.9555 7.2024 6.9877
O21 -4.0991 3.6372 8.0822
H41 -3.9292 4.5683 7.8746
H42 -4.8910 3.6626 8.6401
O22 -5.5450 3.4503 1.4376
H43 -5.9443 3.2563 0.5762
H44 -6.1547 3.0474 2.0740
O23 4.8556 -4.9106 -10.5482
H45 5.7290 -5.3057 -10.6899
H46 4.3667 -5.1277 -11.3562
O24 -3.3999 0.8068 8.4850
H47 -3.2300 1.7379 8.2774
H48 -4.1918 0.8322 9.0429
O25 3.0070 -3.8073 5.7806
H49 3.5396 -4.0397 5.0052
H50 2.1938 -3.4388 5.4040
O26 -5.6477 -4.8855 5.6316
H51 -4.9295 -4.3999 5.1987
H52 -5.4867 -5.8090 5.3863
O27 -8.3958 -6.4250 6.2564
H53 -7.6158 -5.8754 6.0875
H54 -9.1403 -5.8143 6.1473
O28 4.0988 -7.7187 -9.3898
H55 4.2686 -6.7875 -9.5974
H56 3.3069 -7.6933 -8.8320
O29 -1.7024 -0.5912 -3.6769
H57 -2.2623 -0.9140 -4.3989
H58 -0.9565 -0.1697 -4.1297
O30 0.9289 5.6078 -2.0732
H59 1.5447 6.2637 -1.7133
H60 1.3565 5.3086 -2.8896
O31 3.3385 -4.3729 -13.1491
H61 3.8710 -4.6053 -13.9246
H62 2.5252 -4.0043 -13.5258
O32 8.5638 1.2731 -4.4123
H63 8.1646 1.0791 -5.2737
H64 7.9542 0.8702 -3.7759

Results
E_LUMO in eV: -1.5
Total charge: 0

These are the Löwdin partial charges, in e, on atoms 1 to 2: C 0.0448; C -0.0744


Record 2
A structure of composition C3H4OS at a distorted geometry. Source: the OMol25 dataset; level of theory: ωB97M-V with the def2-TZVPD basis set.

CARTESIAN COORDINATES (ANGSTROEM)
C1 1.3632 0.2668 -0.1052
C2 3.5813 0.6459 0.2431
C3 -0.2876 -0.0209 0.3514
O1 2.3456 1.2207 0.4119
S1 2.8523 -0.9272 -0.2360
H1 1.0814 0.6315 -1.1099
H2 -0.6326 -0.3226 -0.5916
H3 -0.5616 0.9907 0.5555
H4 -0.4046 -0.8416 1.1504

Results
E_LUMO in eV: 0.5
Total charge: 0
Energy relative to the best compared isomer or geometry (same formula, charge and spin) in kJ/mol: 380.64

These are the natural (NBO) partial charges, in e, on atoms 1 to 2: C 0.0013; C 0.1258


Record 3
A structure of composition C4H4Br2N3Pt. Source: the OMol25 dataset; level of theory: ωB97M-V with the def2-TZVPD basis set.

CARTESIAN COORDINATES (ANGSTROEM)
Pt1 0.9152 -0.3287 0.1421
Br1 3.3446 -0.3908 -0.0246
C1 2.6021 2.8557 -0.5689
Br2 0.8227 2.3266 -0.6131
H1 3.1139 2.8866 -1.5149
H2 3.1139 2.7102 0.3660
N1 -5.2107 -1.3735 -0.8108
C2 -4.3799 -0.7594 -0.2838
N2 -3.5224 -0.0003 0.3732
C3 -2.2531 -0.1801 0.2658
N3 -1.0935 -0.2279 0.2223
C4 0.8642 -2.1642 0.7010
H3 1.7781 -2.7198 0.8649
H4 -0.0949 -2.6343 0.8808

Results
E_LUMO (spin up / spin down) in eV: 2.8 / 1.9
Total charge: -1
Energy relative to the best compared isomer or geometry (same formula, charge and spin) in kJ/mol: 77.88
Spin multiplicity: 3

These are the natural (NBO) partial charges, in e, on atoms 1 to 2: Pt 0.5069; Br -0.5746


Record 4
A cluster of 3 separate species, C3H12O2S in total at a distorted geometry. Source: the OMol25 dataset; level of theory: ωB97M-V with the def2-TZVPD basis set.

CARTESIAN COORDINATES (ANGSTROEM)
C1 -1.3487 -0.3123 1.8147
C2 -1.8852 1.0956 1.6248
S1 -1.4796 1.8173 -0.0425
C3 0.3068 2.1413 0.1544
H1 -1.5859 -0.7337 2.7962
H2 -1.8059 -0.9474 1.0593
H3 -0.2605 -0.2948 1.8149
H4 -2.9564 1.2577 1.6896
H5 -1.3608 1.7535 2.3223
H6 0.5041 1.7861 1.1571
H7 0.4820 3.2126 0.1113
H8 0.9379 1.6562 -0.5770
H9 5.8278 -2.6222 -2.4957
H10 4.6303 -3.4968 -2.9125
O1 4.8829 -2.6916 -2.4099
H11 0.2041 -1.9320 -0.6235
H12 -1.1012 -2.6158 -0.5490
O2 -0.1678 -2.8275 -0.5075

Results
E_LUMO in eV: 0.8
Total charge: 0
Energy relative to the best compared isomer or geometry (same formula, charge and spin) in kJ/mol: 63.11

These are the natural (NBO) partial charges, in e, on atoms 1 to 2: C -0.6234; C -0.4943


Q: Which formula does entry 3 have?
A: C4H4Br2N3Pt